No. 1
Formula: C24H72O16
Source: the OMol25 dataset
Level of theory: ωB97M-V/def2-TZVPD

Each line ends with the Löwdin charge.
Cartesian coordinates (Å):
O (1.83056, 2.75511, -3.61646)  -0.058
C (1.95377, 3.13877, -2.24315)  -0.219
C (2.83718, 4.37357, -2.16073)  -0.226
O (2.10832, 5.54079, -2.51001)  -0.065
H (1.59134, 3.57498, -4.05486)  0.070
H (0.99442, 3.25320, -1.73852)  0.092
H (2.48989, 2.35760, -1.70420)  0.107
H (3.71411, 4.34311, -2.80739)  0.127
H (3.19577, 4.39954, -1.13173)  0.098
H (1.84302, 5.54964, -3.43259)  0.080
O (-0.32822, 2.27456, 5.76165)  -0.074
C (0.55712, 1.49163, 4.94138)  -0.180
C (-0.05077, 1.13004, 3.51021)  -0.165
O (0.11943, 2.25401, 2.64812)  -0.114
H (-0.64637, 3.00131, 5.22107)  0.071
H (1.44888, 2.11426, 4.86919)  0.109
H (0.83794, 0.61084, 5.51885)  0.106
H (-1.11761, 0.90741, 3.49064)  0.126
H (0.55229, 0.41721, 2.94783)  0.097
H (-0.70004, 2.75295, 2.68155)  0.100
O (4.27036, 3.60052, 3.43546)  -0.061
C (3.13963, 4.17773, 2.86807)  -0.271
C (2.91290, 3.49796, 1.53359)  -0.242
O (2.60280, 2.14611, 1.74351)  -0.065
H (4.64417, 4.19462, 4.09037)  0.088
H (2.38342, 4.06705, 3.64524)  0.109
H (3.37073, 5.23104, 2.70918)  0.118
H (3.86825, 3.67088, 1.03811)  0.122
H (2.06311, 3.96957, 1.04009)  0.103
H (1.67930, 2.02225, 1.97456)  0.018
O (-0.11127, -6.15414, 1.74505)  -0.075
C (-0.62232, -5.38537, 0.60120)  -0.202
C (0.50035, -5.23114, -0.42036)  -0.185
O (1.40599, -4.13097, -0.15074)  -0.082
H (-0.78846, -6.10344, 2.42361)  0.071
H (-1.44990, -5.93858, 0.15713)  0.112
H (-1.02489, -4.43267, 0.94530)  0.098
H (0.02792, -5.06499, -1.38850)  0.099
H (1.06239, -6.16285, -0.48441)  0.127
H (0.89278, -3.32425, -0.23686)  0.028
C (-5.34441, 2.26989, 0.68162)  -0.062
C (-4.74232, 1.62519, -0.59990)  -0.339
O (-4.59531, 2.58811, -1.55855)  -0.069
H (-5.65371, 1.48417, 1.37088)  0.068
H (-6.22879, 2.87387, 0.47867)  0.075
H (-4.67820, 2.91309, 1.25656)  0.062
H (-5.31987, 0.78434, -0.98397)  0.114
H (-3.76211, 1.23660, -0.32369)  0.096
H (-4.35152, 2.12823, -2.36521)  0.105
C (0.69126, -0.73711, -4.41962)  -0.091
C (2.12318, -0.31788, -4.63633)  -0.337
O (2.90379, -1.46965, -4.82669)  -0.076
H (0.27721, -1.17685, -5.32697)  0.068
H (0.05508, 0.08612, -4.09455)  0.061
H (0.51739, -1.49018, -3.65101)  0.061
H (2.43904, 0.25949, -3.76743)  0.081
H (2.26468, 0.35295, -5.48372)  0.111
H (3.56146, -1.44867, -4.12767)  0.029
C (-1.96963, -4.08791, -3.56405)  -0.059
C (-3.49330, -3.94452, -3.38670)  -0.292
O (-3.86471, -4.30248, -2.05961)  -0.096
H (-1.50197, -3.30852, -2.96244)  0.062
H (-1.71163, -3.81485, -4.58726)  0.076
H (-1.62128, -5.09454, -3.33285)  0.076
H (-4.07525, -4.55393, -4.07812)  0.111
H (-3.81217, -2.91444, -3.54602)  0.109
H (-4.75033, -4.65766, -2.16506)  0.092
C (3.33945, -0.66242, -0.91244)  -0.060
C (4.53941, -0.18137, -1.76631)  -0.289
O (4.82670, -1.02948, -2.87277)  -0.072
H (3.09965, 0.08990, -0.16103)  0.062
H (3.66888, -1.55646, -0.38303)  0.085
H (2.44642, -0.84382, -1.51050)  0.064
H (5.39452, -0.09888, -1.09542)  0.109
H (4.43476, 0.87291, -2.02255)  0.092
H (5.76278, -1.06326, -3.08305)  0.101
C (-3.08710, -2.07810, 2.38506)  -0.064
C (-3.81035, -2.74886, 1.21144)  -0.296
O (-3.17943, -2.38479, 0.01355)  -0.088
H (-3.30438, -1.01581, 2.49657)  0.068
H (-2.00046, -2.15567, 2.42116)  0.044
H (-3.52166, -2.48737, 3.29707)  0.078
H (-4.86346, -2.47828, 1.28788)  0.110
H (-3.80524, -3.83473, 1.30608)  0.111
H (-3.40392, -3.04416, -0.64707)  0.048
C (1.40087, -2.34169, 4.48591)  -0.062
C (0.86029, -3.23566, 3.37478)  -0.344
O (1.89994, -3.48762, 2.48792)  -0.068
H (0.57106, -2.16857, 5.17113)  0.068
H (1.60162, -1.33865, 4.10946)  0.053
H (2.22720, -2.78172, 5.04417)  0.084
H (0.05423, -2.88849, 2.72838)  0.078
H (0.43890, -4.15316, 3.78554)  0.100
H (1.55311, -3.95788, 1.72623)  0.031
C (-0.35925, 0.22342, -0.40081)  -0.036
C (0.04785, -1.05227, 0.36861)  -0.320
O (-0.43363, -2.11648, -0.33702)  -0.080
H (-1.43574, 0.17068, -0.56360)  0.061
H (0.01422, 0.32149, -1.42012)  0.063
H (-0.15696, 1.17662, 0.08764)  0.060
H (-0.30361, -1.03470, 1.40024)  0.082
H (1.12420, -1.06809, 0.53984)  0.103
H (-1.38828, -2.13454, -0.23738)  0.048
C (-0.57499, 5.44181, -0.11735)  -0.056
C (-1.46053, 4.30952, -0.68796)  -0.279
O (-2.54351, 3.82769, 0.15209)  -0.096
H (-1.12586, 6.35777, 0.09630)  0.077
H (0.30414, 5.60786, -0.73997)  0.052
H (-0.06497, 5.09565, 0.78163)  0.051
H (-0.91446, 3.55751, -1.25751)  0.078
H (-2.00327, 4.66818, -1.56254)  0.104
H (-3.28402, 3.52925, -0.38100)  0.019

Atoms 1-6, force components in eV/Å:
O -0.42 0.00 0.49
C 1.46 -0.27 -0.42
C -0.60 -0.22 0.03
O -0.20 0.69 0.75
H -0.19 -0.16 -0.46
H -0.04 0.32 -0.12

Values from the calculation:
- charge = 0
- HOMO-LUMO gap (eV) = 9.36
- max |F| (hartree/bohr) = 0.056
- highest occupied orbital energy (eV) = -9.22
- relative energy (zero: lowest compared OMol25 entry of this formula, charge and spin) (eV) = 1.9356
- LUMO level (eV) = 0.14
- calculated total energy (eV) = -58810.161

=====

No. 2
Formula: C24H72O24
Source: the OMol25 dataset
Level of theory: ωB97M-V/def2-TZVPD

Each line ends with the Löwdin charge.
Cartesian coordinates (Å):
O (-0.39655, -4.68340, 1.80110)  -0.085
C (-0.74605, -6.08655, 1.44447)  -0.185
C (-0.30307, -7.16020, 2.50744)  -0.206
O (1.13485, -7.16361, 2.33963)  -0.099
H (0.20465, -4.27992, 1.17073)  0.073
H (-1.81305, -6.20463, 1.25564)  0.106
H (-0.24030, -6.37724, 0.52369)  0.108
H (-0.61854, -8.18214, 2.29712)  0.116
H (-0.57693, -6.77947, 3.49139)  0.111
H (1.41446, -7.77205, 3.02754)  0.074
O (5.13151, 1.23520, 3.51611)  -0.070
C (5.15288, 0.27992, 2.45520)  -0.224
C (6.56512, -0.39413, 2.26543)  -0.248
O (7.44617, 0.61189, 1.83183)  -0.070
H (5.50890, 2.08055, 3.26203)  0.081
H (4.44005, -0.52077, 2.65234)  0.115
H (4.94091, 0.81931, 1.53204)  0.109
H (6.54615, -1.23648, 1.57391)  0.113
H (6.79691, -0.75925, 3.26596)  0.111
H (8.22097, 0.18266, 1.46162)  0.083
O (6.62327, -6.88353, -1.83325)  -0.076
C (6.12164, -5.61767, -2.17137)  -0.232
C (4.76831, -5.43246, -1.39899)  -0.218
O (5.00923, -5.41873, 0.01346)  -0.076
H (6.82022, -6.92884, -0.89476)  0.081
H (6.89758, -4.85222, -2.16176)  0.113
H (5.94242, -5.75877, -3.23724)  0.113
H (4.07075, -6.25371, -1.56352)  0.112
H (4.17098, -4.59253, -1.75370)  0.102
H (4.21218, -5.70113, 0.46795)  0.080
O (2.53795, 8.72764, 1.57777)  -0.062
C (1.97527, 7.81983, 2.45105)  -0.281
C (2.82415, 6.55005, 2.72177)  -0.215
O (4.08210, 6.82423, 3.32184)  -0.072
H (1.85877, 9.39526, 1.45699)  0.089
H (1.68390, 8.44705, 3.29354)  0.118
H (1.02173, 7.50811, 2.02480)  0.109
H (3.19599, 6.12619, 1.78894)  0.118
H (2.18243, 5.91230, 3.32971)  0.115
H (4.77316, 6.76125, 2.65847)  0.081
O (-8.66953, 1.08930, 5.97859)  -0.078
C (-7.70322, 1.19804, 6.99983)  -0.224
C (-6.35847, 0.57650, 6.49671)  -0.250
O (-6.41213, -0.74338, 5.99999)  -0.060
H (-8.81710, 0.15961, 5.79014)  0.079
H (-7.71055, 2.27358, 7.17659)  0.120
H (-8.04857, 0.67515, 7.89170)  0.111
H (-5.61922, 0.67022, 7.29221)  0.104
H (-5.88711, 1.18574, 5.72551)  0.110
H (-5.62492, -0.90253, 5.47409)  0.088
O (-3.67240, -2.18301, -4.74245)  -0.068
C (-4.26837, -1.05625, -5.30706)  -0.265
C (-4.15484, -0.92827, -6.81653)  -0.208
O (-2.80040, -1.17550, -7.28401)  -0.082
H (-2.73415, -2.07195, -4.91263)  0.076
H (-5.24488, -0.86360, -4.86274)  0.124
H (-3.55075, -0.41010, -4.80147)  0.114
H (-4.55487, -0.01491, -7.25681)  0.114
H (-4.74064, -1.69931, -7.31697)  0.116
H (-2.24964, -0.38991, -7.25081)  0.079
O (-0.55046, -4.91582, -7.49832)  -0.076
C (0.60583, -5.12228, -6.60047)  -0.198
C (0.25626, -4.78376, -5.13170)  -0.225
O (0.52648, -3.41060, -4.74179)  -0.083
H (-0.65372, -3.96152, -7.48246)  0.066
H (0.78776, -6.19592, -6.55264)  0.112
H (1.50558, -4.58405, -6.89855)  0.114
H (0.95970, -5.44600, -4.62702)  0.095
H (-0.67028, -5.20054, -4.73681)  0.125
H (1.34068, -3.11897, -5.15850)  0.068
O (-1.63984, -2.02276, 4.86075)  -0.058
C (-0.62371, -1.47405, 5.67516)  -0.256
C (0.31656, -2.57026, 6.14079)  -0.256
O (1.23629, -2.96673, 5.14962)  -0.054
H (-1.15794, -2.55120, 4.22035)  0.068
H (-0.00736, -0.73661, 5.16097)  0.116
H (-1.05907, -0.95999, 6.53208)  0.119
H (-0.39023, -3.39279, 6.25032)  0.117
H (0.83912, -2.43506, 7.08776)  0.123
H (0.74794, -3.54682, 4.56089)  0.069
O (-3.84877, 4.95351, -4.43574)  -0.095
C (-3.80499, 5.89311, -3.31056)  -0.208
C (-2.33461, 6.04108, -2.88529)  -0.238
O (-1.69155, 7.20490, -3.42135)  -0.057
H (-4.77715, 4.71292, -4.47876)  0.070
H (-4.27180, 6.84078, -3.57908)  0.114
H (-4.46196, 5.47459, -2.54810)  0.110
H (-1.85552, 5.07374, -3.03636)  0.113
H (-2.29998, 6.09142, -1.79700)  0.111
H (-1.93436, 7.17422, -4.34964)  0.079
O (-6.08456, 3.56474, 1.45678)  -0.077
C (-6.50392, 4.52627, 2.42675)  -0.235
C (-6.23527, 5.89378, 1.79947)  -0.237
O (-4.82027, 6.03318, 1.72032)  -0.082
H (-5.13984, 3.67547, 1.32702)  0.075
H (-7.55798, 4.36984, 2.65607)  0.120
H (-5.88273, 4.43281, 3.31752)  0.113
H (-6.74805, 6.66064, 2.38006)  0.113
H (-6.56341, 5.88060, 0.76012)  0.120
H (-4.33163, 6.30522, 2.50059)  0.088
O (7.01511, 1.08991, -4.92711)  -0.079
C (6.75989, -0.04202, -4.08053)  -0.215
C (5.24265, -0.23232, -3.98937)  -0.227
O (4.78765, -1.34428, -4.78853)  -0.096
H (6.65635, 1.87842, -4.51344)  0.079
H (7.22209, -0.92355, -4.52481)  0.124
H (7.13630, 0.09936, -3.06740)  0.110
H (4.57995, 0.61871, -4.14643)  0.120
H (5.00588, -0.71181, -3.03956)  0.111
H (4.88717, -1.07261, -5.70391)  0.076
O (0.68586, -0.46408, -0.26854)  -0.081
C (0.08607, 0.85036, -0.46448)  -0.221
C (-0.19717, 1.68509, 0.78818)  -0.256
O (-1.39730, 1.29110, 1.38929)  -0.057
H (0.71789, -0.84017, -1.15123)  0.070
H (0.71412, 1.39865, -1.16664)  0.108
H (-0.87368, 0.73203, -0.96747)  0.114
H (-0.30652, 2.73436, 0.51401)  0.116
H (0.64789, 1.74693, 1.47386)  0.117
H (-1.35078, 0.46738, 1.88010)  0.089

Atoms 1-6, force components in eV/Å:
O -0.89 -1.91 0.43
C 0.46 -0.14 0.32
C 1.16 2.30 -1.54
O -0.47 -0.34 0.81
H 0.03 -0.45 -0.19
H -0.12 0.55 0.19

Values from the calculation:
- charge = 0
- HOMO-LUMO gap (eV) = 9.89
- max |F| (hartree/bohr) = 0.058
- highest occupied orbital energy (eV) = -9.97
- relative energy (zero: lowest compared OMol25 entry of this formula, charge and spin) (eV) = 6.7935
- LUMO level (eV) = -0.07
- calculated total energy (eV) = -75184.529

=====

> The highest max |F| belongs to which entry?

C24H72O24

=====

> Among the records above, which one has the lowest max |F|?

C24H72O16

=====

> highest occupied orbital energy of number 2 (C24H72O24)?

-9.97 eV